A molecular structure, C47H36FeN9S3. Source: the OMol25 dataset; level of theory: ωB97M-V/def2-TZVPD.

Structure (XYZ):
```
96
C47H36FeN9S3 ωB97M-V/def2-TZVPD
Fe -0.552 -1.991 0.227
C 2.468 -4.906 -0.637
C 3.579 -4.496 0.099
C 3.405 -3.550 1.072
C 2.137 -2.980 1.292
N 1.075 -3.336 0.545
C 1.263 -4.298 -0.372
N 2.082 -2.093 2.339
C 1.079 -1.326 2.598
N -0.159 -1.244 2.023
C -0.830 -0.214 2.603
N -2.003 0.272 2.366
C -2.815 -0.089 1.317
C -4.092 0.509 1.368
C -5.025 0.249 0.401
C -4.671 -0.606 -0.639
C -3.392 -1.107 -0.651
N -2.455 -0.874 0.284
C -0.010 0.363 3.698
C -0.242 1.410 4.567
C 0.782 1.738 5.450
C 1.988 1.038 5.446
C 2.206 -0.014 4.563
C 1.180 -0.333 3.698
H 2.536 -5.663 -1.405
H 4.557 -4.922 -0.088
H 4.217 -3.195 1.689
H 0.389 -4.593 -0.932
H -4.293 1.174 2.195
H -6.003 0.714 0.437
H -5.355 -0.847 -1.440
H -3.086 -1.717 -1.484
H -1.177 1.954 4.539
H 0.651 2.562 6.141
H 2.775 1.334 6.128
H 3.145 -0.547 4.527
C -1.911 -3.520 3.291
C -2.223 -4.112 1.960
N -1.786 -3.666 0.820
C -2.261 -4.407 -0.239
C -3.084 -5.431 0.101
S -3.265 -5.477 1.800
C -1.822 -3.986 -1.568
C -2.104 -4.556 -2.764
S -1.376 -3.643 -4.011
C -0.726 -2.538 -2.856
N -1.031 -2.849 -1.622
C 0.057 -1.365 -3.297
H -0.907 -3.104 3.269
H -1.992 -4.266 4.080
H -2.601 -2.701 3.506
H -3.573 -6.141 -0.544
H -2.692 -5.436 -2.963
H 0.174 -1.352 -4.380
H 1.024 -1.346 -2.792
H -0.460 -0.468 -2.956
N -1.988 6.175 -1.146
C -3.064 5.388 -1.279
S -4.606 5.976 -1.303
C -2.740 3.938 -1.397
C -3.453 3.116 -2.261
C -3.065 1.791 -2.369
N -2.055 1.255 -1.689
C -1.390 2.041 -0.845
C -1.698 3.381 -0.665
H -2.122 7.168 -1.066
H -1.057 5.805 -1.254
H -4.279 3.513 -2.835
H -3.595 1.128 -3.047
H -0.563 1.574 -0.319
H -1.126 3.963 0.046
C 0.688 -0.629 -0.436
C 1.415 0.314 -0.742
C 2.281 1.417 -1.046
C 3.233 1.805 -0.025
C 3.627 0.886 0.976
C 4.515 1.222 1.980
C 5.059 2.500 2.070
C 4.667 3.435 1.116
C 3.788 3.103 0.101
C 2.179 2.063 -2.325
C 1.041 1.882 -3.154
C 0.915 2.468 -4.399
C 1.921 3.275 -4.924
C 3.072 3.440 -4.156
C 3.205 2.857 -2.911
H 3.217 -0.114 0.937
H 4.791 0.467 2.709
H 5.754 2.762 2.858
H 5.048 4.450 1.171
H 3.478 3.877 -0.587
H 0.244 1.262 -2.779
H 0.007 2.296 -4.971
H 1.822 3.737 -5.899
H 3.897 4.027 -4.549
H 4.141 2.974 -2.384
```

Output
HOMO level ... -1.656 eV
Charge ... -1
Gap between HOMO and LUMO ... 3.333 eV
Lowest unoccupied orbital energy ... 1.7 eV
Max |F| ... 0.83 eV/Å
Energy above the lowest of the compared OMol25 structures with the same formula, charge and spin ... 0.0 kcal per mole
Energy ... -4763.78705 hartree

The net atomic charges from Löwdin, expressed in e, are: atom 1 (Fe): 0.375, atom 2 (C): -0.070, atom 3 (C): -0.074, atom 4 (C): -0.008, atom 5 (C): -0.306, atom 6 (N): 0.088, atom 7 (C): -0.119, atom 8 (N): 0.173, atom 9 (C): -0.287, atom 10 (N): 0.056, atom 11 (C): -0.281, atom 12 (N): 0.168, atom 13 (C): -0.317, atom 14 (C): -0.017, atom 15 (C): -0.076, atom 16 (C): -0.088, atom 17 (C): -0.147, atom 18 (N): 0.103, atom 19 (C): -0.097, atom 20 (C): -0.014, atom 21 (C): -0.084, atom 22 (C): -0.078, atom 23 (C): -0.014, atom 24 (C): -0.095, atom 25 (H): 0.096, atom 26 (H): 0.103, atom 27 (H): 0.110, atom 28 (H): 0.091, atom 29 (H): 0.106, atom 30 (H): 0.104, atom 31 (H): 0.099, atom 32 (H): 0.096, atom 33 (H): 0.108, atom 34 (H): 0.095, atom 35 (H): 0.097, atom 36 (H): 0.107, atom 37 (C): -0.055, atom 38 (C): -0.589, atom 39 (N): 0.045, atom 40 (C): -0.319, atom 41 (C): -0.338, atom 42 (S): 1.070, atom 43 (C): -0.357, atom 44 (C): -0.345, atom 45 (S): 1.078, atom 46 (C): -0.577, atom 47 (N): 0.003, atom 48 (C): -0.076, atom 49 (H): 0.069, atom 50 (H): 0.074, atom 51 (H): 0.091, atom 52 (H): 0.073, atom 53 (H): 0.073, atom 54 (H): 0.079, atom 55 (H): 0.084, atom 56 (H): 0.056, atom 57 (N): 0.095, atom 58 (C): -0.844, atom 59 (S): 0.608, atom 60 (C): -0.250, atom 61 (C): -0.036, atom 62 (C): -0.134, atom 63 (N): 0.090, atom 64 (C): -0.111, atom 65 (C): 0.005, atom 66 (H): 0.095, atom 67 (H): 0.112, atom 68 (H): 0.092, atom 69 (H): 0.106, atom 70 (H): 0.090, atom 71 (H): 0.118, atom 72 (C): -0.079, atom 73 (C): -0.183, atom 74 (C): -0.215, atom 75 (C): -0.188, atom 76 (C): -0.049, atom 77 (C): -0.129, atom 78 (C): -0.150, atom 79 (C): -0.134, atom 80 (C): -0.074, atom 81 (C): -0.188, atom 82 (C): -0.073, atom 83 (C): -0.130, atom 84 (C): -0.161, atom 85 (C): -0.139, atom 86 (C): -0.071, atom 87 (H): 0.078, atom 88 (H): 0.082, atom 89 (H): 0.074, atom 90 (H): 0.085, atom 91 (H): 0.090, atom 92 (H): 0.045, atom 93 (H): 0.086, atom 94 (H): 0.071, atom 95 (H): 0.085, atom 96 (H): 0.089